1.
{"formula": "C5H10N4", "method": "ωB97M-V/def2-TZVPD", "elements": ["C", "C", "C", "N", "N", "C", "N", "C", "N", "H", "H", "H", "H", "H", "H", "H", "H", "H", "H"], "coordinates": [[-1.489, -0.527, -1.400], [1.679, -1.082, 0.329], [1.555, 1.078, -0.753], [-0.627, -0.042, -0.328], [0.944, -0.235, -0.599], [-0.853, 0.105, 0.981], [-0.268, 0.140, 2.098], [-2.451, 0.680, 1.033], [-3.396, 1.069, 1.591], [-0.863, 0.443, 2.874], [-2.263, -1.193, -1.012], [-0.884, -1.063, -2.136], [-1.969, 0.330, -1.877], [1.139, -2.011, 0.533], [1.935, -0.587, 1.273], [2.631, -1.359, -0.140], [2.465, 0.966, -1.356], [1.814, 1.544, 0.205], [0.899, 1.748, -1.316]], "smiles": "[H]/N=C(\\C#N)N(C)N(C)C", "e_above_lowest_kcal_mol": 89.33, "homo_energy_ha": -0.34061, "homo_lumo_gap_ev": 10.04, "spin_multiplicity": 1}


2.
{"formula": "C4H7FO2", "method": "ωB97M-V/def2-TZVPD", "elements": ["C", "C", "C", "C", "H", "H", "H", "H", "H", "H", "H", "O", "O", "F"], "coordinates": [[-0.394, -0.020, 1.122], [-1.096, 0.988, 0.112], [-0.701, 0.081, -1.045], [-0.242, -0.995, -0.030], [0.671, 1.393, 1.911], [-0.870, -0.454, 1.932], [-0.548, 1.913, 0.063], [-2.187, 1.139, 0.189], [-1.460, -0.232, -1.762], [-0.970, -1.799, 0.174], [1.652, -0.895, 0.412], [0.847, 0.471, 1.590], [1.031, -1.451, -0.091], [0.364, 0.716, -1.762]], "smiles": "O[C@@H]1[C@H](F)C[C@@H]1O", "e_above_lowest_kcal_mol": 40.26, "homo_energy_ha": -0.36592, "homo_lumo_gap_ev": 10.70, "spin_multiplicity": 1}


3.
{"formula": "C5H10NO5S", "method": "ωB97M-V/def2-TZVPD", "elements": ["C", "C", "C", "C", "C", "N", "O", "O", "O", "O", "O", "S", "H", "H", "H", "H", "H", "H", "H", "H", "H", "H"], "coordinates": [[-0.777, -0.647, 1.555], [-1.145, 1.171, -0.167], [-1.650, -1.248, -0.661], [0.796, -0.542, -0.405], [-0.640, -0.324, 0.041], [1.126, -0.300, -1.665], [2.220, -0.642, -2.180], [3.115, 1.823, -0.365], [0.277, 0.261, -2.407], [3.103, 0.283, 1.490], [1.403, 2.043, 1.423], [2.379, 1.244, 0.712], [-0.235, -1.531, 1.883], [-0.358, 0.226, 2.035], [-1.815, -0.599, 1.584], [-0.761, 1.380, -1.233], [-2.168, 1.123, 0.142], [-0.691, 1.856, 0.517], [-1.284, -1.650, -1.646], [-1.844, -2.004, 0.105], [-2.421, -0.621, -0.879], [1.367, -1.302, 0.120]], "charge": -1, "e_above_lowest_kcal_mol": 94.07, "homo_energy_ha": [-0.17844, -0.17846], "homo_lumo_gap_ev": [7.72, 7.72], "spin_multiplicity": 1}


4.
{"formula": "C5H9ClP2", "method": "ωB97M-V/def2-TZVPD", "elements": ["C", "C", "C", "C", "C", "P", "P", "Cl", "H", "H", "H", "H", "H", "H", "H", "H", "H"], "coordinates": [[1.504, 2.985, 0.361], [-0.893, -1.813, 0.430], [0.528, -1.302, 0.202], [-1.612, -1.150, -0.741], [0.405, 0.174, 0.048], [1.686, 1.355, -0.245], [-1.057, 0.627, -0.786], [-2.209, 1.507, 0.534], [2.224, 3.757, -0.120], [0.401, 3.341, 0.352], [-0.891, -2.930, 0.367], [-1.223, -1.312, 1.365], [1.133, -1.786, 0.979], [0.867, -1.902, -0.653], [-1.230, -1.574, -1.571], [-2.629, -1.180, -0.550], [2.996, 1.204, 0.028]], "e_above_lowest_kcal_mol": 45.33, "homo_energy_ha": [-0.28287, -0.28223], "homo_lumo_gap_ev": [7.01, 6.83], "spin_multiplicity": 1}


5.
{"formula": "C4H6N2O", "method": "ωB97M-V/def2-TZVPD", "elements": ["C", "O", "C", "C", "N", "C", "N", "H", "H", "H", "H", "H", "H"], "coordinates": [[-2.161, 0.000, -0.208], [-1.062, -0.691, 0.308], [0.130, -0.113, 0.333], [0.548, 0.948, -0.403], [1.911, 0.904, -0.520], [2.283, -0.161, 0.132], [1.232, -0.843, 0.680], [-2.205, 1.066, 0.041], [-2.990, -0.514, 0.266], [-2.197, -0.142, -1.290], [-0.045, 1.734, -0.838], [3.294, -0.497, 0.267], [1.260, -1.689, 1.229]], "smiles": "COc1cnc[nH]1", "e_above_lowest_kcal_mol": 34.96, "homo_energy_ha": -0.29509, "homo_lumo_gap_ev": 8.89, "spin_multiplicity": 1}


6.
{"formula": "C20H64MnO16S", "method": "ωB97M-V/def2-TZVPD", "elements": ["Mn", "S", "O", "O", "O", "O", "C", "O", "H", "H", "H", "H", "C", "O", "H", "H", "H", "H", "C", "O", "H", "H", "H", "H", "C", "O", "H", "H", "H", "H", "C", "O", "H", "H", "H", "H", "C", "O", "H", "H", "H", "H", "C", "O", "H", "H", "H", "H", "C", "O", "H", "H", "H", "H", "C", "C", "C", "O", "H", "H", "H", "H", "H", "H", "H", "H", "C", "C", "C", "O", "H", "H", "H", "H", "H", "H", "H", "H", "C", "C", "C", "O", "H", "H", "H", "H", "H", "H", "H", "H", "C", "C", "C", "O", "H", "H", "H", "H", "H", "H", "H", "H"], "coordinates": [[-1.597, -0.578, -0.751], [0.832, 0.169, 0.094], [0.348, -1.145, -0.460], [1.105, -0.064, 1.504], [2.005, 0.687, -0.595], [-0.393, 0.979, -0.116], [3.157, 2.310, 3.118], [2.407, 1.260, 3.690], [2.576, 2.925, 2.419], [3.565, 3.001, 3.852], [3.947, 1.897, 2.480], [1.980, 0.811, 2.949], [-1.707, -0.408, -4.082], [-1.002, -0.282, -2.847], [-1.172, -1.119, -4.710], [-2.699, -0.801, -3.854], [-1.929, 0.519, -4.612], [-0.096, 0.030, -3.040], [2.987, -0.548, -3.828], [1.816, -0.020, -3.219], [2.707, -1.161, -4.687], [3.692, 0.195, -4.208], [3.515, -1.205, -3.135], [2.017, 0.092, -2.271], [-1.143, 2.437, 2.888], [-1.547, 1.726, 4.039], [-1.775, 3.330, 2.840], [-0.128, 2.840, 2.908], [-1.413, 1.884, 1.986], [-1.101, 0.872, 4.081], [-3.354, -1.575, 1.722], [-2.106, -1.043, 1.302], [-3.157, -2.492, 2.279], [-3.869, -0.887, 2.400], [-4.086, -1.722, 0.932], [-1.511, -1.026, 2.091], [2.268, -4.058, -1.307], [1.621, -3.602, -0.121], [2.212, -3.255, -2.047], [3.318, -4.320, -1.165], [1.686, -4.928, -1.625], [1.397, -2.672, -0.268], [4.308, 2.774, -1.606], [3.955, 2.593, -0.242], [3.636, 3.435, -2.162], [5.238, 3.346, -1.597], [4.401, 1.810, -2.108], [3.314, 1.859, -0.224], [4.251, -1.287, 1.016], [4.223, -0.689, -0.262], [3.618, -2.180, 0.967], [5.277, -1.593, 1.228], [3.950, -0.631, 1.838], [3.340, -0.269, -0.392], [-3.650, 2.865, -1.604], [-3.471, 1.889, -0.428], [-4.526, 1.943, 0.660], [-3.438, 0.531, -0.947], [-4.325, 2.484, -2.376], [-2.710, 3.144, -2.079], [-4.089, 3.821, -1.311], [-2.471, 2.033, -0.025], [-4.313, 1.354, 1.549], [-5.545, 1.752, 0.310], [-4.594, 2.984, 0.990], [-4.326, 0.343, -1.271], [0.731, 3.590, -2.319], [0.687, 4.304, -0.951], [0.438, 5.786, -1.058], [-0.392, 3.689, -0.230], [-0.232, 3.415, -2.801], [1.302, 2.668, -2.229], [1.255, 4.239, -3.028], [1.574, 4.081, -0.351], [0.646, 6.260, -0.098], [-0.563, 5.979, -1.443], [1.181, 6.233, -1.722], [-0.361, 2.722, -0.341], [1.533, -2.245, 4.257], [0.132, -2.351, 3.629], [-0.851, -3.064, 4.552], [-0.320, -1.002, 3.431], [1.393, -1.723, 5.207], [2.194, -1.689, 3.597], [1.951, -3.206, 4.560], [0.137, -2.851, 2.654], [-1.046, -2.462, 5.439], [-0.478, -4.046, 4.850], [-1.803, -3.309, 4.075], [0.302, -0.648, 2.746], [-2.065, -4.544, -0.396], [-1.859, -3.508, -1.506], [-2.274, -4.142, -2.853], [-2.720, -2.399, -1.253], [-3.076, -4.956, -0.386], [-1.890, -4.163, 0.612], [-1.334, -5.347, -0.506], [-0.815, -3.222, -1.626], [-3.323, -4.450, -2.839], [-1.619, -4.940, -3.198], [-2.233, -3.387, -3.644], [-3.633, -2.678, -1.377]], "homo_energy_ha": [-0.33272, -0.33275], "homo_lumo_gap_ev": [8.41, 8.41], "spin_multiplicity": 6}


7.
{"formula": "C43H58BBrF2N10O2STi", "method": "ωB97M-V/def2-TZVPD", "elements": ["Ti", "C", "C", "C", "C", "C", "C", "N", "N", "B", "N", "C", "C", "C", "N", "C", "C", "C", "N", "C", "C", "C", "N", "C", "C", "C", "H", "H", "H", "H", "H", "H", "H", "H", "H", "H", "H", "H", "H", "H", "H", "H", "H", "H", "H", "H", "H", "H", "H", "H", "H", "H", "H", "H", "F", "C", "F", "H", "Br", "C", "C", "C", "C", "C", "C", "C", "O", "O", "H", "H", "H", "H", "C", "C", "C", "C", "C", "C", "N", "H", "H", "H", "H", "H", "H", "H", "H", "C", "C", "C", "C", "N", "N", "H", "H", "H", "H", "H", "H", "H", "H", "H", "H", "H", "H", "S", "C", "N", "C", "C", "C", "C", "C", "C", "H", "H", "H", "H", "H"], "coordinates": [[1.079, -0.197, -0.483], [-2.464, 1.979, -3.393], [-1.436, 2.602, -2.442], [-1.269, 4.091, -2.757], [-1.873, 2.424, -1.017], [-3.060, 2.977, -0.512], [-3.099, 2.572, 0.790], [-2.001, 1.833, 1.062], [-1.225, 1.714, -0.083], [-1.901, 1.277, 2.527], [-0.784, 1.905, 3.383], [-1.122, 2.651, 4.468], [0.031, 2.998, 5.122], [1.060, 2.420, 4.340], [0.552, 1.768, 3.306], [2.521, 2.546, 4.680], [3.419, 1.525, 3.987], [3.014, 3.972, 4.398], [-2.037, -0.274, 2.635], [-3.144, -0.841, 3.174], [-2.929, -2.196, 3.273], [-1.627, -2.377, 2.755], [-1.117, -1.214, 2.369], [-0.813, -3.647, 2.745], [-1.430, -4.713, 3.650], [-0.598, -4.218, 1.341], [-2.064, 1.937, -4.411], [-3.391, 2.565, -3.405], [-2.711, 0.969, -3.064], [-0.498, 2.087, -2.581], [-2.229, 4.613, -2.665], [-0.900, 4.227, -3.777], [-0.565, 4.562, -2.069], [-3.780, 3.588, -1.035], [-3.831, 2.774, 1.556], [-2.908, 1.683, 3.049], [-2.152, 2.873, 4.698], [0.134, 3.593, 6.017], [2.589, 2.390, 5.763], [3.235, 1.512, 2.912], [3.228, 0.519, 4.358], [4.470, 1.774, 4.161], [2.370, 4.718, 4.872], [3.018, 4.161, 3.323], [4.035, 4.100, 4.773], [-3.996, -0.246, 3.463], [-3.605, -2.940, 3.665], [0.169, -3.389, 3.151], [-2.391, -5.053, 3.253], [-1.592, -4.331, 4.660], [-0.765, -5.578, 3.710], [-1.552, -4.496, 0.888], [0.020, -5.120, 1.388], [-0.088, -3.493, 0.703], [1.713, -1.351, 2.537], [1.737, -1.505, 1.149], [3.158, -1.651, 0.874], [1.375, -2.539, 1.030], [4.214, -6.215, -4.907], [3.418, -5.579, -3.283], [3.136, -6.504, -2.293], [2.560, -6.034, -1.121], [2.262, -4.688, -0.968], [2.544, -3.782, -1.978], [3.150, -4.233, -3.146], [2.283, -2.317, -1.808], [3.130, -1.527, -2.180], [1.168, -1.984, -1.244], [3.367, -7.550, -2.431], [2.355, -6.732, -0.319], [1.842, -4.318, -0.040], [3.393, -3.514, -3.918], [2.022, 2.829, -2.462], [1.744, 1.567, -3.224], [2.047, 1.415, -4.565], [1.468, 0.193, -4.967], [0.843, -0.328, -3.851], [-0.038, -1.553, -3.939], [1.010, 0.497, -2.750], [1.832, 3.687, -3.112], [3.063, 2.898, -2.136], [1.377, 2.923, -1.595], [2.606, 2.117, -5.172], [1.496, -0.263, -5.950], [0.401, -2.263, -4.647], [-1.031, -1.292, -4.326], [-0.161, -2.070, -2.994], [-5.257, -0.480, -1.509], [-4.011, -1.367, -1.511], [-4.263, -2.588, -0.623], [-3.707, -1.823, -2.934], [-2.926, -0.512, -1.009], [-1.599, -0.951, -1.161], [-6.120, -1.023, -1.907], [-5.080, 0.412, -2.113], [-5.486, -0.155, -0.490], [-5.096, -3.187, -1.010], [-4.496, -2.275, 0.397], [-3.376, -3.222, -0.579], [-4.544, -2.413, -3.318], [-2.808, -2.442, -2.970], [-3.556, -0.964, -3.594], [-3.071, -0.311, -0.026], [-1.273, -0.716, -2.088], [-1.470, -1.941, -0.974], [4.970, 2.099, -0.190], [3.741, 0.887, -0.414], [2.503, 1.229, -0.004], [2.527, 2.508, 0.560], [1.449, 3.226, 1.082], [1.637, 4.515, 1.546], [2.884, 5.135, 1.497], [3.969, 4.446, 0.980], [3.779, 3.149, 0.527], [3.978, -0.018, -0.943], [0.476, 2.767, 1.100], [0.789, 5.052, 1.956], [3.008, 6.150, 1.855], [4.948, 4.909, 0.931]], "charge": -2, "e_above_lowest_kcal_mol": 35.02, "homo_energy_ha": [-0.00029, -0.05709], "homo_lumo_gap_ev": [3.72, 5.27], "spin_multiplicity": 3}


8.
{"formula": "C54H40BrF9N5NaOPS2Te", "method": "ωB97M-V/def2-TZVPD", "elements": ["Na", "C", "C", "N", "C", "C", "C", "C", "C", "C", "C", "N", "C", "C", "C", "C", "C", "C", "C", "C", "N", "C", "H", "H", "H", "H", "H", "H", "H", "H", "H", "H", "H", "H", "S", "C", "N", "C", "C", "N", "C", "C", "C", "C", "C", "C", "C", "C", "S", "C", "C", "C", "C", "C", "C", "C", "H", "H", "H", "H", "H", "H", "H", "H", "H", "H", "H", "H", "H", "H", "H", "H", "H", "H", "F", "C", "C", "F", "C", "F", "C", "P", "C", "C", "C", "C", "C", "C", "C", "C", "C", "C", "C", "C", "C", "Br", "C", "F", "H", "H", "H", "H", "H", "H", "H", "H", "H", "H", "F", "Te", "F", "F", "F", "F", "O"], "coordinates": [[-1.429, 0.440, -1.466], [-0.867, 3.897, -4.590], [-0.520, 2.857, -3.702], [-1.091, 1.684, -3.695], [-2.093, 1.430, -4.581], [-2.493, 2.403, -5.533], [-1.849, 3.658, -5.504], [-3.507, 2.099, -6.470], [-4.093, 0.866, -6.451], [-3.707, -0.096, -5.500], [-2.741, 0.160, -4.560], [-2.418, -0.817, -3.585], [-1.695, -1.877, -4.069], [-0.879, -1.783, -5.195], [-0.057, -2.842, -5.610], [-0.021, -4.040, -4.947], [-0.855, -4.207, -3.818], [-0.907, -5.406, -3.067], [-1.725, -5.498, -1.978], [-2.536, -4.389, -1.646], [-2.518, -3.285, -2.334], [-1.689, -3.149, -3.384], [-0.354, 4.849, -4.536], [0.273, 3.008, -2.974], [-2.152, 4.418, -6.217], [-3.808, 2.857, -7.184], [-4.878, 0.624, -7.156], [-4.207, -1.055, -5.453], [-0.856, -0.857, -5.753], [0.568, -2.692, -6.484], [0.621, -4.851, -5.268], [-0.279, -6.238, -3.367], [-1.774, -6.404, -1.387], [-3.231, -4.419, -0.811], [1.491, 0.769, -1.434], [1.942, 1.852, -0.281], [3.214, 2.036, 0.118], [3.515, 3.050, 1.118], [2.764, 4.303, 0.744], [1.343, 3.993, 0.700], [0.445, 5.058, 1.138], [0.587, 5.364, 2.608], [0.995, 6.626, 3.024], [1.130, 6.917, 4.376], [0.861, 5.939, 5.321], [0.462, 4.673, 4.910], [0.326, 4.383, 3.562], [0.906, 2.764, 0.364], [-0.642, 2.251, 0.601], [4.314, 1.196, -0.362], [4.591, 0.028, 0.556], [5.423, 0.178, 1.662], [5.638, -0.881, 2.532], [5.024, -2.104, 2.301], [4.212, -2.268, 1.188], [3.998, -1.210, 0.316], [4.589, 3.230, 1.111], [3.224, 2.721, 2.120], [3.112, 4.687, -0.222], [2.915, 5.074, 1.501], [-0.568, 4.745, 0.895], [0.686, 5.950, 0.553], [1.200, 7.391, 2.284], [1.444, 7.905, 4.687], [0.962, 6.161, 6.375], [0.251, 3.906, 5.643], [0.014, 3.393, 3.245], [5.194, 1.838, -0.436], [4.055, 0.848, -1.359], [5.914, 1.129, 1.841], [6.285, -0.751, 3.391], [5.184, -2.929, 2.983], [3.734, -3.222, 0.997], [3.353, -1.337, -0.545], [2.903, -6.392, 2.198], [2.146, -5.302, 2.059], [1.542, -4.736, 3.164], [1.715, -5.287, 4.368], [0.755, -3.610, 3.002], [0.180, -3.120, 4.103], [0.548, -3.016, 1.762], [-0.464, -1.483, 1.540], [0.224, -0.489, 2.917], [1.536, -0.056, 2.736], [2.182, 0.690, 3.708], [1.495, 1.066, 4.857], [0.171, 0.682, 5.020], [-0.462, -0.102, 4.063], [-2.129, -1.985, 2.061], [-3.120, -1.014, 1.922], [-4.453, -1.334, 2.098], [-4.814, -2.639, 2.399], [-3.839, -3.615, 2.534], [-2.500, -3.291, 2.364], [1.179, -3.601, 0.661], [1.021, -2.895, -1.073], [1.963, -4.734, 0.812], [2.579, -5.303, -0.228], [2.058, -0.327, 1.826], [3.224, 0.961, 3.571], [1.989, 1.657, 5.618], [-0.372, 0.973, 5.912], [-1.483, -0.431, 4.212], [-2.856, -0.014, 1.599], [-5.209, -0.585, 1.913], [-5.861, -2.904, 2.484], [-4.119, -4.639, 2.747], [-1.755, -4.074, 2.442], [-5.194, -0.108, -0.695], [-4.071, -0.993, -1.987], [-4.546, -2.234, -3.439], [-3.416, 0.978, -2.073], [-5.021, -2.449, -1.155], [-5.320, -0.081, -3.099], [-2.731, -1.166, -0.769]], "charge": -1, "e_above_lowest_kcal_mol": 9.51, "homo_energy_ha": -0.15411, "homo_lumo_gap_ev": 5.33, "spin_multiplicity": 1}